No. 1
{"formula": "C5H6N2OS", "method": "ωB97M-V/def2-TZVPD", "symbols": ["C", "C", "C", "C", "C", "N", "N", "O", "S", "H", "H", "H", "H", "H", "H"], "xyz": [[0.513, -1.417, -1.795], [0.190, 1.039, 1.210], [0.289, 1.691, 0.077], [-0.220, -0.318, 1.457], [-0.897, -1.036, 0.211], [0.926, -2.274, -2.431], [0.234, -0.502, -0.937], [0.679, 1.542, -2.430], [-0.304, 1.062, -1.532], [0.710, 1.511, 2.003], [0.738, 2.591, 0.096], [0.633, -0.935, 1.806], [-0.822, -0.350, 2.357], [-0.856, -2.039, -0.002], [-1.814, -0.563, -0.091]], "forces_ev_per_a": [[0.76, -1.05, -0.99], [0.99, 0.42, -0.47], [-2.48, -2.29, -0.61], [-1.18, -3.35, 0.09], [3.59, 4.98, -0.72], [0.20, -1.16, -1.09], [-3.08, 0.62, 2.63], [1.81, 0.96, -2.42], [-0.62, -0.57, 3.03], [0.19, 0.39, 1.06], [1.27, 3.15, -0.55], [-0.03, 0.37, -0.56], [-0.75, -0.01, 0.07], [-0.08, -2.44, 0.50], [-0.59, -0.01, 0.03]], "homo_energy_ev": -9.437, "e_tot_ha": -776.92907, "molar_mass_da": 142.2, "e_above_lowest_kcal_mol": 87.2, "spin_multiplicity": 1, "homo_lumo_gap_ev": 9.9143}

No. 2
{"formula": "C3H12N2", "method": "ωB97M-V/def2-TZVPD", "symbols": ["N", "C", "N", "H", "H", "H", "H", "H", "H", "C", "C", "H", "H", "H", "H", "H", "H"], "xyz": [[-2.657, 0.612, -1.323], [-1.754, 1.326, -0.378], [-2.290, 1.428, 1.041], [-2.178, -0.178, -1.711], [-3.592, 0.654, -0.957], [-1.494, 2.237, -0.687], [-0.881, 0.767, -0.517], [-3.054, 0.787, 1.188], [-2.639, 2.427, 1.106], [2.897, -1.644, -0.252], [2.155, -0.850, 0.852], [2.389, -1.846, -1.225], [3.827, -1.163, -0.480], [3.172, -2.640, 0.089], [1.919, -1.440, 1.832], [1.253, -0.432, 0.291], [2.926, -0.045, 1.131]], "forces_ev_per_a": [[0.92, 2.23, 0.91], [-2.82, -3.74, 1.31], [0.73, 1.97, -1.72], [-1.05, -0.57, 0.17], [-0.18, -0.98, -0.63], [0.47, 3.98, -1.18], [1.76, -0.95, 0.93], [-0.11, -0.07, -0.02], [0.27, -1.87, 0.24], [-0.18, -1.34, -0.06], [0.36, 0.49, -0.13], [-0.07, 0.56, 0.87], [0.51, 0.32, -0.31], [0.08, -0.15, 0.15], [0.11, 1.01, -2.09], [0.93, -0.13, 1.68], [-1.75, -0.75, -0.11]], "homo_energy_ev": -8.775, "e_tot_ha": -230.94001, "molar_mass_da": 76.1, "e_above_lowest_kcal_mol": 32.2, "spin_multiplicity": 1, "homo_lumo_gap_ev": 9.7668, "smiles": "NCN.CC"}

No. 3
{"formula": "C3H3NS", "method": "ωB97M-V/def2-TZVPD", "symbols": ["S", "C", "C", "N", "C", "H", "H", "H"], "xyz": [[-1.781, 1.521, 1.051], [-1.390, 0.023, 0.510], [-0.113, -0.381, 0.021], [0.649, -1.317, -0.358], [1.202, 0.120, -0.468], [-2.033, -0.749, 0.418], [1.481, 0.551, -1.380], [1.985, 0.233, 0.205]], "forces_ev_per_a": [[0.47, -1.48, -0.53], [1.14, 2.87, 0.62], [3.16, 1.24, -1.32], [-1.15, 0.50, -0.04], [-1.35, -1.57, 1.37], [-2.77, -2.28, 0.11], [-0.60, 0.28, -1.72], [1.10, 0.45, 1.51]], "homo_energy_ev": -9.631, "e_tot_ha": -568.93547, "molar_mass_da": 85.1, "e_above_lowest_kcal_mol": 51.5, "spin_multiplicity": 1, "homo_lumo_gap_ev": 7.8871, "smiles": "S=CC1=NC1"}

No. 4
{"formula": "C4H9P", "method": "ωB97M-V/def2-TZVPD", "symbols": ["C", "C", "C", "C", "P", "H", "H", "H", "H", "H", "H", "H", "H", "H"], "xyz": [[0.908, -0.233, -1.016], [0.098, -0.609, 0.369], [0.296, 0.802, -0.146], [-1.276, -1.327, -0.029], [1.303, 1.973, 0.717], [2.023, -0.353, -1.119], [0.511, -0.666, -1.891], [0.460, -0.787, 1.440], [-0.966, 1.307, -0.754], [-1.597, -0.958, -0.950], [-2.018, -1.129, 0.797], [-1.114, -2.396, -0.123], [1.048, 1.426, 1.894], [0.323, 2.950, 0.811]], "forces_ev_per_a": [[1.95, -1.26, 2.63], [-0.63, 0.15, -1.48], [-5.34, -0.16, -3.22], [1.69, 0.56, 3.27], [1.38, 1.43, -1.55], [-1.05, 0.52, 0.75], [-1.16, -0.06, -0.71], [0.04, -0.11, -1.98], [3.91, -1.22, 1.94], [-0.67, 0.74, -1.37], [0.53, -0.24, -1.01], [-0.02, -0.19, 0.10], [-0.35, -0.65, 2.38], [-0.28, 0.48, 0.25]], "homo_energy_ev": -9.224, "e_tot_ha": -499.01687, "molar_mass_da": 88.1, "e_above_lowest_kcal_mol": 54.4, "spin_multiplicity": 1, "homo_lumo_gap_ev": 10.3338}

No. 5
{"formula": "C6H8N4O2S", "method": "ωB97M-V/def2-TZVPD", "symbols": ["N", "N", "C", "O", "C", "C", "O", "N", "C", "N", "C", "C", "S", "H", "H", "H", "H", "H", "H", "H", "H"], "xyz": [[4.226, 1.141, -0.138], [2.850, 0.733, -0.360], [2.474, -0.563, 0.014], [3.608, -1.299, 0.151], [1.204, -1.016, 0.063], [0.041, -0.127, -0.189], [0.107, 1.122, -0.358], [-1.193, -0.768, 0.190], [-2.454, -0.099, 0.067], [-2.672, 1.114, 0.475], [-3.999, 1.314, 0.191], [-4.728, 0.216, -0.135], [-3.730, -1.112, -0.347], [4.766, 0.729, -0.873], [4.454, 0.710, 0.780], [2.018, 1.386, -0.538], [3.335, -2.201, 0.495], [1.100, -2.038, 0.497], [-1.279, -1.754, -0.074], [-4.307, 2.267, 0.485], [-5.820, 0.245, -0.395]], "forces_ev_per_a": [[-2.14, 0.07, 1.11], [-1.27, -0.90, 0.29], [1.86, 2.89, -1.92], [-1.35, -2.11, 1.36], [-1.05, -0.75, 0.19], [0.26, 1.59, 2.29], [-0.04, -3.26, -0.38], [-0.02, 0.71, -1.33], [3.64, -0.65, 1.51], [-0.21, -1.25, -1.61], [0.18, -0.60, 1.27], [-2.82, 1.71, -0.77], [-0.52, -0.68, -0.61], [0.45, -0.38, -0.17], [0.31, 0.56, -1.13], [1.86, -0.81, 0.63], [0.57, 1.43, -0.65], [-0.37, 0.89, -0.68], [0.49, 0.56, 0.28], [-1.20, 1.27, -0.09], [1.38, -0.29, 0.44]], "homo_energy_ev": -8.264, "e_tot_ha": -1001.06843, "molar_mass_da": 200.2, "e_above_lowest_kcal_mol": 34.4, "spin_multiplicity": 1, "homo_lumo_gap_ev": 8.5876, "smiles": "NN/C(O)=C\\C(=O)Nc1nccs1"}

No. 6
{"formula": "C6H36NO12", "method": "ωB97M-V/def2-TZVPD", "symbols": ["C", "C", "C", "C", "C", "C", "N", "H", "H", "H", "H", "H", "H", "H", "H", "H", "H", "H", "H", "H", "H", "O", "H", "H", "O", "H", "H", "O", "H", "H", "O", "H", "H", "O", "H", "H", "O", "H", "H", "O", "H", "H", "O", "H", "H", "O", "H", "H", "O", "H", "H", "O", "H", "H", "O"], "xyz": [[0.989, -0.971, 0.649], [0.080, 0.166, 0.115], [-0.551, 1.024, 1.202], [-1.711, 0.680, 1.775], [0.000, 3.103, 2.279], [0.355, 1.794, 1.901], [0.059, -1.992, 1.451], [1.731, -0.629, 1.334], [1.626, -1.461, -0.126], [-0.790, -0.210, -0.490], [0.907, 0.704, -0.398], [-2.389, -0.075, 1.376], [-1.928, 1.152, 2.707], [-1.032, 3.277, 2.207], [0.782, 3.754, 2.737], [1.379, 1.412, 2.174], [0.795, -2.748, 1.560], [-0.738, -2.427, 0.861], [-0.265, -1.504, 2.273], [-2.523, -3.987, -0.261], [-2.743, -2.560, -0.428], [-2.630, -3.181, 0.302], [2.693, 2.077, -0.980], [3.557, 1.999, -2.266], [3.095, 1.427, -1.701], [-0.469, -3.191, -2.431], [-1.859, -2.879, -2.218], [-1.243, -3.520, -2.099], [0.194, 0.262, 3.503], [0.370, -0.002, 4.993], [0.325, -0.486, 4.148], [-0.721, -4.640, 0.055], [-1.267, -4.555, 1.516], [-0.489, -4.635, 1.017], [-3.100, -0.367, -1.553], [-1.877, -0.887, -2.392], [-2.566, -1.147, -1.770], [-0.560, 2.746, -1.155], [-1.159, 4.124, -0.463], [-0.541, 3.438, -0.432], [-3.420, 2.298, 0.351], [-3.020, 2.580, -1.244], [-3.260, 1.995, -0.589], [4.780, -1.201, -0.915], [4.183, 0.277, -0.746], [4.213, -0.620, -0.341], [2.151, -1.494, -4.000], [2.351, -0.914, -2.646], [1.827, -0.821, -3.430], [0.126, 1.015, -2.008], [-0.620, 1.026, -3.310], [-0.697, 1.464, -2.457], [2.229, 2.939, 0.808], [1.250, 3.226, -0.350], [2.120, 3.140, -0.093]], "forces_ev_per_a": [[-2.35, -0.57, -0.09], [0.34, -0.40, -0.31], [-0.80, -4.12, -0.37], [0.07, -0.23, -0.82], [3.23, -3.97, 0.35], [2.05, 6.02, 3.09], [2.61, -0.71, -3.20], [0.27, 0.36, 0.86], [-1.11, -0.06, 0.35], [1.37, 0.17, 0.06], [-1.06, 0.32, -0.43], [0.05, 0.37, -0.05], [-0.53, 0.12, 0.53], [-0.99, 1.19, -0.37], [-1.22, -0.38, -0.19], [-0.90, 0.44, -0.77], [-1.88, 0.52, 0.95], [1.12, 0.76, 1.06], [-0.06, -0.33, 0.76], [-0.23, 0.59, 0.95], [-0.23, 0.78, 0.16], [0.03, -0.84, -0.90], [0.96, -1.00, -1.41], [1.01, 1.20, -1.44], [-1.67, -0.29, 2.42], [3.27, 1.11, -1.46], [-3.10, 2.87, -0.63], [0.15, -4.39, 1.87], [0.12, -0.92, 0.99], [0.00, -0.52, -0.28], [-0.18, 1.44, -0.74], [0.15, -0.10, 1.29], [-1.84, 0.03, 0.79], [2.17, -0.44, -2.07], [0.22, 0.14, -0.22], [-0.26, 0.52, 0.11], [-0.14, -0.10, 0.16], [-1.05, 1.71, 0.58], [-1.51, 1.28, -0.81], [2.21, -2.72, -0.48], [0.53, 0.25, -2.33], [0.68, 2.61, -1.39], [-1.39, -3.13, 3.50], [-0.75, 1.15, 0.88], [-0.10, -0.68, -0.18], [0.62, -0.81, -0.69], [0.35, -0.84, -0.94], [0.65, 0.31, 0.80], [-1.10, 0.61, 0.23], [-2.14, 1.32, -1.17], [-0.15, 0.43, -0.56], [2.52, -1.83, 1.21], [-0.32, -0.16, 1.66], [-3.59, 0.80, -0.13], [3.92, 0.07, -1.14]], "homo_energy_ev": -12.176, "e_tot_ha": -1207.49564, "molar_mass_da": 314.3, "e_above_lowest_kcal_mol": 73.6, "charge": 1, "spin_multiplicity": 1, "homo_lumo_gap_ev": 9.5444}